Formula: C34H59Cl2F3O33
Source: OMol25
Level of theory: wB97M-V/def2-TZVPD

Computed properties:
SMILES string   O=C1OC[C@@H](F)O1.O=C1OC[C@@H](F)O1.O=C1OC[C@@H](F)O1.COC(=O)OC.COC(=O)OC.COC(=O)OC.COC(=O)OC.COC(=O)OC.COC(=O)OC.COC(=O)OC.COC(=O)OC.ClCCl
Total charge   0

Each line ends with the Löwdin charge.
Cartesian coordinates (Å):
C -1.180 2.195 5.771  -0.05
O -0.940 3.581 5.912  0.03
C -0.534 4.204 4.813  -0.60
O -0.187 3.670 3.784  0.10
O -0.611 5.502 5.008  0.03
C -0.259 6.356 3.918  -0.01
H -0.449 1.597 5.232  0.09
H -2.172 2.040 5.333  0.09
H -1.281 1.807 6.784  0.10
H -1.154 6.518 3.318  0.09
H 0.537 5.900 3.336  0.08
H 0.057 7.309 4.329  0.10
C 4.562 -6.608 -4.547  -0.01
O 4.477 -5.360 -3.834  -0.02
C 3.761 -4.402 -4.423  -0.62
O 3.123 -4.508 -5.427  0.15
O 3.806 -3.265 -3.730  -0.03
C 4.903 -2.974 -2.858  -0.03
H 5.369 -7.132 -4.051  0.09
H 4.785 -6.395 -5.590  0.10
H 3.608 -7.126 -4.493  0.10
H 5.832 -3.303 -3.318  0.10
H 4.732 -3.443 -1.890  0.10
H 4.940 -1.895 -2.729  0.06
C 0.914 -3.988 1.443  -0.03
O 1.487 -4.041 2.729  0.03
C 1.081 -5.006 3.542  -0.62
O 0.282 -5.864 3.274  0.12
O 1.709 -4.848 4.703  0.01
C 1.339 -5.788 5.707  -0.04
H 1.326 -3.166 0.867  0.08
H -0.159 -3.776 1.508  0.08
H 1.047 -4.919 0.891  0.11
H 1.790 -6.756 5.498  0.10
H 0.255 -5.889 5.779  0.10
H 1.666 -5.416 6.674  0.09
C -0.862 0.710 1.978  -0.02
O 0.285 -0.075 1.686  0.02
C 0.679 -0.036 0.412  -0.61
O 0.156 0.595 -0.469  0.12
O 1.745 -0.815 0.325  0.00
C 2.401 -1.044 -0.922  -0.02
H -1.784 0.277 1.604  0.09
H -0.721 1.745 1.651  0.08
H -0.860 0.863 3.056  0.08
H 3.406 -1.382 -0.694  0.09
H 2.443 -0.134 -1.524  0.07
H 1.861 -1.794 -1.504  0.10
C -2.907 -5.059 2.757  -0.03
O -3.028 -4.191 3.882  0.02
C -2.829 -2.903 3.645  -0.61
O -2.581 -2.395 2.582  0.11
O -2.902 -2.255 4.809  0.02
C -2.628 -0.844 4.720  -0.02
H -1.864 -5.299 2.561  0.07
H -3.354 -4.588 1.880  0.09
H -3.439 -5.984 2.956  0.10
H -3.098 -0.353 3.878  0.07
H -1.542 -0.780 4.796  0.10
H -3.036 -0.402 5.628  0.09
C -4.740 1.313 2.017  -0.01
O -4.499 1.690 3.373  -0.01
C -5.422 1.400 4.276  -0.63
O -6.570 1.091 4.104  0.14
O -4.891 1.585 5.481  -0.03
C -5.766 1.477 6.603  -0.03
H -4.470 0.266 1.849  0.09
H -4.116 1.919 1.370  0.07
H -5.789 1.458 1.769  0.10
H -6.036 0.427 6.714  0.10
H -6.660 2.081 6.490  0.10
H -5.143 1.771 7.441  0.09
C 1.317 1.731 -8.473  -0.02
O 1.078 1.244 -7.150  -0.01
C 1.895 0.289 -6.706  -0.60
O 2.917 -0.080 -7.210  0.14
O 1.366 -0.168 -5.572  -0.02
C 2.174 -1.077 -4.784  -0.03
H 2.109 1.219 -9.007  0.09
H 1.556 2.793 -8.417  0.10
H 0.364 1.647 -8.996  0.09
H 1.682 -2.033 -4.664  0.08
H 2.383 -0.552 -3.856  0.04
H 3.121 -1.224 -5.296  0.09
C -1.984 -2.219 -0.747  -0.03
O -2.528 -2.334 -2.058  0.02
C -1.665 -2.485 -3.070  -0.62
O -0.478 -2.652 -2.973  0.12
O -2.380 -2.479 -4.183  0.01
C -1.655 -2.564 -5.416  -0.02
H -1.969 -3.181 -0.234  0.09
H -2.617 -1.544 -0.173  0.09
H -0.982 -1.794 -0.720  0.08
H -2.415 -2.560 -6.191  0.10
H -1.073 -3.486 -5.461  0.10
H -0.968 -1.731 -5.543  0.08
C -1.424 3.380 -0.574  -0.05
C -2.884 3.579 -0.921  -0.29
O -3.504 3.867 0.309  0.11
C -2.533 4.336 1.159  -0.53
O -2.745 4.906 2.169  0.20
O -1.312 3.928 0.743  0.05
F -3.459 2.432 -1.418  0.05
H -0.758 3.826 -1.311  0.14
H -1.173 2.318 -0.514  0.10
H -3.095 4.345 -1.668  0.17
C -0.252 1.371 -3.471  -0.04
C -0.618 2.275 -4.623  -0.28
O 0.535 2.993 -4.905  0.13
C 1.400 2.889 -3.851  -0.54
O 2.398 3.507 -3.731  0.18
O 0.983 1.936 -2.997  0.05
F -1.608 3.162 -4.208  0.04
H -0.095 0.308 -3.639  0.12
H -0.970 1.441 -2.653  0.12
H -0.981 1.796 -5.528  0.16
C 2.068 3.429 1.510  -0.06
C 2.996 4.295 2.337  -0.29
O 3.343 5.329 1.470  0.14
C 3.124 4.918 0.187  -0.54
O 3.424 5.543 -0.771  0.19
O 2.408 3.775 0.172  0.07
F 4.140 3.586 2.667  0.04
H 1.023 3.651 1.736  0.10
H 2.210 2.378 1.758  0.15
H 2.620 4.685 3.279  0.16
C 4.619 2.092 -2.045  -1.01
Cl 4.630 0.943 -3.383  0.60
Cl 5.699 1.604 -0.718  0.52
H 5.036 3.020 -2.413  0.03
H 3.606 2.254 -1.698  0.00

***

Formula: C6H15NO
Source: OMol25
Level of theory: wB97M-V/def2-TZVPD

Computed properties:
SMILES string   CC/C=C/NCC.O
Total charge   0
Energy relative to the best compared isomer or geometry (same formula, charge and spin)   1.770 eV

Each line ends with the Löwdin charge.
Cartesian coordinates (Å):
C 0.683 0.563 -2.842  -0.12
C -0.222 1.044 -1.699  -0.26
C -0.134 0.269 -0.419  -0.15
C 0.366 -0.962 -0.299  -0.18
N 0.421 -1.719 0.857  -0.05
C 0.382 -1.155 2.212  -0.24
C 1.197 0.139 2.446  -0.09
H 1.655 0.268 -2.470  0.07
H 0.805 1.374 -3.553  0.07
H 0.231 -0.273 -3.378  0.07
H 0.059 2.076 -1.493  0.10
H -1.255 1.079 -2.065  0.09
H -0.376 0.783 0.508  0.09
H 0.661 -1.477 -1.203  0.11
H 1.015 -2.529 0.796  0.11
H 0.846 -1.885 2.857  0.10
H -0.677 -1.072 2.470  0.11
H 1.954 -0.018 3.207  0.06
H 1.751 0.308 1.544  0.06
H 0.598 1.017 2.667  0.07
H -3.246 0.394 -0.766  0.02
H -3.014 0.975 0.640  0.02
O -3.702 0.801 -0.015  -0.06

***

Formula: C6H15N2
Source: OMol25
Level of theory: wB97M-V/def2-TZVPD

Computed properties:
SMILES string   C[C@H]([NH3+])CC/C=C/N
Total charge   +1
Energy relative to the best compared isomer or geometry (same formula, charge and spin)   1.671 eV

Each line ends with the Löwdin charge.
Cartesian coordinates (Å):
C -0.340 2.388 1.813  -0.06
C -0.275 1.124 1.035  -0.31
C -0.298 1.154 -0.485  -0.16
C -1.007 -0.040 -1.106  -0.21
N 0.736 -3.333 -1.750  0.05
C 0.040 -2.165 -1.961  -0.18
C -0.251 -1.334 -0.933  -0.15
N 1.051 0.407 1.508  0.22
H -1.207 2.993 1.517  0.11
H -0.568 2.185 2.863  0.10
H 0.453 3.137 1.810  0.10
H -1.038 0.439 1.412  0.15
H -0.702 2.129 -0.776  0.13
H 0.735 1.295 -0.829  0.13
H -1.417 0.117 -2.099  0.12
H -1.978 -0.215 -0.608  0.12
H 0.795 -4.059 -2.432  0.09
H 1.178 -3.503 -0.862  0.09
H 0.002 -1.819 -2.982  0.13
H 0.036 -1.618 0.071  0.08
H 1.756 1.108 1.715  0.16
H 1.362 -0.200 0.750  0.13
H 0.936 -0.191 2.329  0.17

***

| no. | highest occupied orbital energy (eV) | lowest unoccupied orbital energy (eV) |
| --- | --- | --- |
| 1 | -10.74 | 0.422 |
| 2 | -7.87 | 0.864 |
| 3 | -11.23 | -3.284 |